Formula: C20H33ClN6O4
Source: OMol25
Level of theory: wB97M-V/def2-TZVPD

HOMO = -8.4 eV
HOMO-LUMO gap = 7.0 eV
Net charge = 0

XYZ file:
```
64
Properties=species:S:1:pos:R:3:mulliken_charge:R:1
Cl 3.24231 2.66753 2.68038 -0.1840
C 1.58346 2.12696 1.98922 0.3085
C 1.50303 0.69055 1.23059 -0.3536
N 0.25316 0.11768 0.62436 -0.4294
C -0.90927 1.04878 0.82347 0.5065
C -2.36964 0.56769 0.17905 -0.2822
C -3.73262 1.46558 0.34403 -0.3806
C -3.66433 2.89045 1.15299 -0.3876
C -2.22162 3.36840 1.76742 -0.4062
C -0.82827 2.46572 1.61739 0.3703
N 0.42002 3.05076 2.21502 -0.5043
H 2.49410 0.03992 1.14832 0.4749
H -2.43353 -0.45758 -0.42680 0.4621
H -4.71555 1.06743 -0.15623 0.2244
H -4.63168 3.55319 1.26889 0.2809
H -2.14431 4.40744 2.33261 0.2908
C -6.94105 -2.98885 -2.37742 -0.9174
N -5.75481 -2.34066 -1.87232 -0.1214
C -5.56052 -1.75980 -0.65397 0.7710
C -6.69950 -1.76950 0.32677 -1.4320
O -4.47477 -1.24866 -0.38809 -0.5642
H -6.68117 -4.01908 -2.63293 0.3060
H -7.25426 -2.46370 -3.28313 0.2911
H -7.75718 -2.98710 -1.65390 0.3435
H -4.94022 -2.29196 -2.47362 0.2099
H -6.38973 -1.26975 1.24919 0.2786
H -7.55569 -1.22989 -0.08693 0.3802
H -6.97775 -2.79875 0.56882 0.4203
C 6.21990 2.80380 0.54472 -0.7397
N 6.54476 1.39936 0.61151 -0.0920
C 7.65963 0.76489 0.14889 0.7861
C 8.71799 1.59135 -0.52643 -1.1965
O 7.77334 -0.45061 0.29195 -0.6487
H 6.07998 3.16785 1.56555 0.2078
H 5.28085 2.90839 -0.00432 0.2501
H 6.99767 3.38860 0.05215 0.3300
H 5.88144 0.77266 1.05280 0.1484
H 9.54185 0.94303 -0.83868 0.2783
H 8.30521 2.07653 -1.41503 0.3376
H 9.11119 2.33834 0.16838 0.3386
C -1.51002 2.13458 -5.24706 -0.8288
N -2.30445 0.94113 -5.08276 -0.1575
C -2.21250 -0.01042 -4.11034 0.7078
C -1.16314 0.15963 -3.04773 -1.1750
O -2.97806 -0.97198 -4.12349 -0.6565
H -2.18322 2.99512 -5.22494 0.2725
H -1.02375 2.08575 -6.22448 0.2883
H -0.75403 2.24260 -4.46837 0.3161
H -3.03541 0.75292 -5.75935 0.2490
H -1.21599 -0.67838 -2.34666 0.1931
H -0.16810 0.16795 -3.50074 0.4631
H -1.33752 1.08526 -2.49261 0.3534
C 2.12452 -1.36750 4.06246 -0.6957
N 1.79175 -2.29412 3.00744 -0.0637
C 2.02540 -3.63654 2.95417 0.7958
C 2.71681 -4.28358 4.12144 -1.2435
O 1.67096 -4.27871 1.96785 -0.6537
H 1.19840 -0.90239 4.40915 0.2665
H 2.77667 -0.59726 3.64340 0.1558
H 2.62523 -1.85291 4.90104 0.3583
H 1.32260 -1.93631 2.18320 0.1285
H 2.83054 -5.35439 3.92910 0.2822
H 3.71139 -3.84991 4.25606 0.3413
H 2.11953 -4.15759 5.02849 0.3464
```

***

Formula: CH3NO4
Source: OMol25
Level of theory: wB97M-V/def2-TZVPD

HOMO (alpha / beta) = -10.0 / -10.0 eV
HOMO-LUMO gap (alpha / beta) = 9.9 / 9.9 eV
ΔE to the lowest compared entry with this formula, charge and spin = 207.58 kcal/mol
Net charge = 0

XYZ file:
```
9
Properties=species:S:1:pos:R:3:mulliken_charge:R:1
C -1.15066 0.03848 -0.05736 -0.8140
N 0.15171 0.44612 -0.50731 0.4298
O 1.03372 -0.76809 -0.92519 -0.2175
O 0.95216 1.20874 0.02581 -0.3178
O 1.49237 -0.95748 0.46313 0.0002
O 2.03573 0.19254 0.82486 -0.1331
H -1.84045 0.12096 -0.80710 0.3542
H -1.27099 -0.95335 0.33824 0.2883
H -1.40359 0.67208 0.64493 0.4098
```

***

Formula: C6H8N4O2S
Source: OMol25
Level of theory: wB97M-V/def2-TZVPD

HOMO (alpha / beta) = -9.5 / -9.1 eV
HOMO-LUMO gap (alpha / beta) = 6.8 / 6.1 eV
ΔE to the lowest compared entry with this formula, charge and spin = 104.48 kcal/mol
Net charge = 0

XYZ file:
```
21
Properties=species:S:1:pos:R:3:mulliken_charge:R:1
H -4.47355 0.71826 0.04578 0.2649
N -3.74028 0.27275 0.63056 -0.7277
C -2.61812 -0.07000 0.10107 0.8179
C -2.44635 0.43514 -1.32891 -1.1356
N -1.70175 -0.82530 0.75201 -0.3962
C -0.40588 -0.89816 0.70998 0.4988
N 0.22331 -2.05998 1.04336 -0.5787
C 1.48662 -1.88823 0.85905 -0.3019
N 1.86866 -0.67047 0.35431 0.0190
C 3.25106 -0.34201 0.13884 -0.7538
C 0.64056 0.03651 0.17092 0.2486
S 0.73105 1.83376 0.47600 0.7388
O -0.51272 2.36319 -0.15513 -0.5601
O 1.93183 2.37127 -0.20264 -0.5905
H -1.94745 1.37331 -1.26605 0.3072
H -3.51449 0.49608 -1.64746 0.3535
H -1.92284 -0.16336 -2.03259 0.3385
H 2.24413 -2.46982 1.17439 0.5359
H 3.26850 0.80212 -0.19564 0.2637
H 3.90202 -0.32807 1.03797 0.3417
H 3.73571 -0.98697 -0.66580 0.3160
```

***

Formula: C18H38CuOP2
Source: OMol25
Level of theory: wB97M-V/def2-TZVPD

HOMO (alpha / beta) = -5.5 / -5.4 eV
Spin multiplicity = 2
HOMO-LUMO gap (alpha / beta) = 5.2 / 5.1 eV
ΔE to the lowest compared entry with this formula, charge and spin = 0.00 kcal/mol
Net charge = 0

XYZ file:
```
60
Properties=species:S:1:pos:R:3:mulliken_charge:R:1
P 0.43701 -2.15460 -2.27744 0.9707
P 0.45130 1.87289 -1.94389 1.1707
C -0.00004 -0.63820 -3.15925 -0.2685
C 0.98342 0.53817 -3.06252 -1.0473
H -0.99348 -0.39649 -2.73019 -0.4660
H -0.19791 -0.89517 -4.20928 0.6542
H 2.00140 0.21001 -2.78990 0.4831
H 1.03197 0.99979 -4.06166 0.5804
C -0.46942 2.98890 -3.05381 -1.5713
H -0.79560 3.87776 -2.50064 0.4357
H -1.35742 2.50965 -3.48301 0.3461
H 0.18486 3.30736 -3.87237 0.4908
C 1.90237 2.82230 -1.45704 -1.4278
H 2.10825 3.56695 -2.24510 0.4281
H 2.78923 2.17680 -1.36413 0.4461
H 1.73344 3.35535 -0.51037 0.4023
C -0.74255 -3.36349 -2.93727 -1.6532
H -0.78963 -4.24882 -2.28827 0.4350
H -0.45922 -3.67074 -3.95182 0.4440
H -1.74210 -2.90789 -2.97806 0.4846
C 2.10749 -2.67146 -2.67000 -1.1759
H 2.79185 -1.81127 -2.69233 0.4027
H 2.11420 -3.13822 -3.66951 0.3854
H 2.48516 -3.40360 -1.93975 0.4151
Cu 1.80743 -0.19508 3.04082 -0.5770
C -0.96556 1.31744 -0.90474 0.5266
C -2.10199 0.56477 -1.41540 -1.1258
C -3.02499 -0.11949 -0.49821 -1.4095
C -2.38438 -1.25257 0.41768 -0.3996
C -1.53124 -2.11113 -0.36236 -1.4118
C -0.11637 -1.96830 -0.59700 0.7210
C 0.61051 -0.71749 0.06942 -0.5050
C -0.10727 0.61921 0.28310 -1.2779
C 2.11379 -2.04701 3.25597 -0.8020
H -1.32504 2.26306 -0.43128 0.6480
H -2.48057 0.80593 -2.41466 0.3161
H -3.79047 -0.58597 -1.14328 0.3256
H -3.57508 0.58356 0.14924 0.3241
H -1.84970 -0.82940 1.28040 0.1265
H -3.18937 -1.89399 0.81531 0.4853
H -1.96931 -3.02696 -0.75574 0.4687
H 0.36085 -2.87227 -0.14197 0.7192
H 1.58819 -0.57221 -0.42942 0.5077
H 0.90709 -1.08777 1.07304 -0.2644
H -0.70935 0.60183 1.20313 0.2164
H 0.70846 1.31574 0.55955 0.7630
H 3.09331 -2.05715 3.76889 0.1674
H 2.20092 -2.56149 2.28491 0.2950
H 1.32311 -2.53184 3.86400 0.1270
C 0.38541 0.97298 5.67297 -1.5636
C -0.08121 1.39801 4.29411 1.1727
C -0.64783 2.80370 4.36296 -1.5057
O 0.89997 1.38011 3.29703 -0.5845
H 1.21725 1.60387 5.99527 0.3126
H 0.70411 -0.06786 5.71247 0.2810
H -0.41867 1.09805 6.40204 0.4345
H -0.89874 0.72137 3.99991 0.0890
H 0.15402 3.49866 4.62528 0.3303
H -1.04610 3.12241 3.40044 0.3012
H -1.43576 2.90128 5.11368 0.4027
```

***

Formula: C3H13NO2
Source: OMol25
Level of theory: wB97M-V/def2-TZVPD

HOMO = -9.8 eV
HOMO-LUMO gap = 10.4 eV
ΔE to the lowest compared entry with this formula, charge and spin = 39.97 kcal/mol
Net charge = 0

XYZ file:
```
19
Properties=species:S:1:pos:R:3:mulliken_charge:R:1
C -0.78591 1.55533 -0.15955 -0.9930
N -0.53275 0.09544 -0.34002 0.0395
C -1.68161 -0.71410 -0.01210 -0.9558
C -0.35098 -0.15666 -1.81418 -1.0583
H -1.76875 2.08051 -0.67489 0.2441
H 0.07544 2.07729 -0.51520 0.3675
H -0.84697 1.76830 0.90148 0.3568
H -1.45816 -1.83632 0.06188 0.2842
H -1.96254 -0.38798 1.03946 0.3285
H -2.62498 -0.67971 -0.53494 0.3971
H -0.00704 -1.22974 -1.98268 0.2968
H 0.39192 0.48294 -2.20513 0.3610
H -1.21525 -0.10942 -2.50243 0.3190
O 3.44808 0.37836 1.94753 -0.6498
H 2.89758 -0.37077 1.80216 0.4244
H 2.90931 1.14892 1.86402 0.2696
O 1.44005 -1.40147 1.30561 -0.7162
H 0.70619 -0.71897 1.28837 0.3939
H 1.36636 -1.98196 0.53061 0.2908
```

***

Formula: C2H3BO3
Source: OMol25
Level of theory: wB97M-V/def2-TZVPD

HOMO = -11.0 eV
HOMO-LUMO gap = 11.6 eV
ΔE to the lowest compared entry with this formula, charge and spin = 34.88 kcal/mol
Net charge = 0

XYZ file:
```
9
Properties=species:S:1:pos:R:3:mulliken_charge:R:1
O -1.09697 -1.98090 -0.15296 -0.5174
C -0.37247 -1.02555 -0.23950 0.6531
C -0.74039 0.20041 0.52189 -0.1920
O 0.47590 1.15833 0.31708 -0.4436
B 1.29381 0.50095 -0.46015 0.6219
O 0.83238 -0.78614 -0.82676 -0.4788
H -1.68434 0.84297 0.18124 0.1968
H -0.95439 0.14955 1.55999 0.2474
H 2.24649 0.94038 -0.90083 -0.0874
```